(1)
Entry from the OMol25 dataset: the molecule C2H3N3O2S in a non-equilibrium geometry (wB97M-V/def2-TZVPD).

Energy above the lowest of the compared OMol25 structures with the same formula, charge and spin (kcal/mol): 63.0
Total energy (eV): -21519.7828
Frontier orbital gap (eV): 9.55
Charge: 0
HOMO (eV): -8.960
SMILES: [H]/N=c1\onc(S)n1O

Last column: Löwdin charge in e.
Atoms and positions in Å:
C: -0.17285 0.12809 -0.72396  -0.71
C: -0.53453 -0.23287 1.43271  -0.44
H: -0.36840 0.45780 -2.96729  -0.11
H: -1.03118 -0.60378 3.26539  0.07
H: 1.78886 -0.33035 1.64658  0.09
N: -1.45872 0.06428 -0.62879  0.08
N: -0.21965 -0.48987 2.63833  0.14
N: 0.45148 0.02840 0.46077  -0.10
O: -1.69706 -0.16532 0.75215  0.03
O: 1.76763 -0.10491 0.73050  0.08
S: 0.74242 0.37795 -2.20941  0.86

Atomic forces in eV per Å
C 0.552 0.229 -1.169
C 0.969 0.018 -0.266
H 0.102 -0.031 0.156
H 0.604 -0.018 -0.577
H -0.123 -0.414 1.703
N 0.282 0.014 -0.230
N -0.857 0.241 -0.192
N -1.904 -0.348 1.393
O -0.058 -0.039 0.797
O 0.788 0.399 -1.871
S -0.358 -0.051 0.256

=====

(2)
Entry from the OMol25 dataset: a structure of composition C2H3N3O3 in a non-equilibrium geometry (wB97M-V/def2-TZVPD).

Energy above the lowest of the compared OMol25 structures with the same formula, charge and spin (kcal/mol): 126.8
Total energy (eV): -12728.4605
Frontier orbital gap (eV): 8.62
Charge: 0
HOMO (eV): -8.583

Last column: Löwdin charge in e.
Atoms and positions in Å:
C: -0.82931 0.10495 -0.01694  -0.42
C: 0.16911 -1.34390 -0.97207  -0.11
H: -1.40737 1.90887 2.41661  0.20
H: 0.32852 -2.33457 -1.56493  0.18
H: 2.96399 -0.44144 -0.36308  0.11
N: -1.55622 0.68383 0.88914  0.03
N: -1.04536 -1.09799 -0.59781  0.20
N: 1.02936 -0.29279 -0.87755  -0.18
O: -0.93595 1.82246 1.40901  -0.12
O: 2.09190 -0.73438 -0.13673  0.05
O: 0.47925 0.56810 -0.07865  0.06

Atomic forces in eV per Å
C -1.399 3.919 5.182
C -3.026 -4.061 -2.991
H 1.840 -0.350 -4.401
H 0.558 2.149 1.334
H 0.308 0.965 -1.218
N -0.716 -0.865 -1.635
N 1.855 -0.408 -0.383
N 4.408 -1.711 -2.526
O -1.653 0.004 4.182
O 1.210 -2.449 1.710
O -3.386 2.807 0.746

=====

(3)
Entry from the OMol25 dataset: a structure of composition C2H3N3O3 in a non-equilibrium geometry (wB97M-V/def2-TZVPD).

Energy above the lowest of the compared OMol25 structures with the same formula, charge and spin (kcal/mol): 128.9
Total energy (eV): -12728.3678
Frontier orbital gap (eV): 10.02
Charge: 0
HOMO (eV): -9.473

Last column: Löwdin charge in e.
Atoms and positions in Å:
C: -0.30442 -0.09690 -0.08242  -0.49
C: 2.14398 0.15056 -0.01801  -0.23
H: -2.53625 1.23878 0.23194  0.26
H: -1.68454 -1.48113 0.18755  0.14
H: 3.08989 0.42863 0.29289  0.12
N: -1.60207 -0.46462 0.30633  -0.04
N: -0.01448 1.11276 0.08137  0.21
N: 1.75977 -1.10284 0.05106  0.14
O: -2.70139 0.17228 -0.33656  -0.11
O: 1.42095 1.15989 -0.28800  0.00
O: 0.42856 -1.11742 -0.42614  0.01

Atomic forces in eV per Å
C -3.566 -0.425 0.952
C -0.792 -4.073 1.098
H -1.347 -4.711 -2.887
H -0.359 0.602 -0.079
H 2.149 0.044 0.392
N 0.270 -1.743 -0.472
N 2.163 0.414 -0.338
N 1.491 2.628 -0.136
O 1.752 5.342 3.164
O -1.485 3.288 -1.141
O -0.274 -1.366 -0.554

=====

(4)
Entry from the OMol25 dataset: the molecule C2H3N3O4S in a non-equilibrium geometry (wB97M-V/def2-TZVPD).

Energy above the lowest of the compared OMol25 structures with the same formula, charge and spin (kcal/mol): 76.5
Total energy (eV): -25610.7473
Frontier orbital gap (eV): 10.40
Charge: 0
HOMO (eV): -11.008
SMILES: C[S@@](=O)(=NC#N)O[N+](=O)[O-]

Last column: Löwdin charge in e.
Atoms and positions in Å:
C: 0.84657 3.15166 0.17629  -0.42
C: -0.19395 0.18559 0.02690  -0.07
N: 0.23214 3.85257 0.86406  0.14
N: 1.48806 2.34149 -0.66631  -0.11
N: 3.16540 -1.04841 0.28229  -0.45
O: 2.45572 -1.95806 0.05318  0.14
O: 4.33272 -1.06822 0.40720  0.19
O: 2.46857 0.17119 0.46401  -0.16
O: 1.77800 0.22587 -1.87582  -0.26
S: 1.38825 0.80992 -0.65507  0.77
H: -0.25228 -0.64668 0.74662  0.09
H: -0.29502 1.24984 0.50693  0.07
H: -0.90113 0.09306 -0.77399  0.07

Atomic forces in eV per Å
C -0.445 -0.017 0.388
C 0.954 3.489 1.127
N 0.411 -0.268 -0.307
N 0.021 -0.976 0.429
N -0.354 -1.112 -0.812
O -1.477 -1.302 -0.344
O 0.851 1.455 0.411
O 0.461 2.278 1.076
O 0.133 -0.337 -1.050
S 0.072 -1.512 0.012
H 0.789 0.488 -0.458
H -1.275 -2.214 0.059
H -0.141 0.029 -0.531

=====

(5)
Entry from the OMol25 dataset: the molecule C2H3N3OS in a non-equilibrium geometry (wB97M-V/def2-TZVPD).

Energy above the lowest of the compared OMol25 structures with the same formula, charge and spin (kcal/mol): 103.8
Total energy (eV): -19470.5860
Frontier orbital gap (spin up / spin down) (eV): 8.60 / 8.60
Charge: 0
HOMO (spin up / spin down) (eV): -9.143 / -9.143
SMILES: CN=C=NSN=O

Last column: Löwdin charge in e.
Atoms and positions in Å:
C: -1.54795 -1.77691 -0.06699  -0.39
C: 0.34418 -0.45310 -0.39823  -0.10
N: -2.48756 -2.49773 -0.37507  -0.24
N: -0.93952 -0.77957 0.08683  0.05
N: -3.04052 -0.30258 -1.22710  -0.47
O: -3.43783 0.69914 -1.88179  -0.13
S: -3.65774 -1.76133 -1.40364  1.00
H: 0.13241 0.39434 -1.10064  0.10
H: 1.22468 -0.25128 0.29735  0.11
H: 0.64985 -1.30782 -0.96892  0.07

Atomic forces in eV per Å
C -1.780 -0.403 -0.689
C 1.421 0.974 -1.333
N -1.044 -1.821 0.095
N 2.003 0.982 2.918
N -0.967 4.775 -2.159
O 0.536 -2.430 1.427
S 0.106 -1.530 0.140
H 0.859 -0.457 0.651
H -1.819 0.119 -0.322
H 0.684 -0.210 -0.726

=====

(6)
Entry from the OMol25 dataset: the molecule C2H3N3OS in a non-equilibrium geometry (wB97M-V/def2-TZVPD).

Energy above the lowest of the compared OMol25 structures with the same formula, charge and spin (kcal/mol): 43.6
Total energy (eV): -19473.1955
Frontier orbital gap (eV): 9.93
Charge: 0
HOMO (eV): -9.519
SMILES: [H]/N=c1/ncon1S

Last column: Löwdin charge in e.
Atoms and positions in Å:
C: 1.27214 0.14469 -1.24182  -0.20
C: -0.60564 -0.49259 -0.47430  -0.53
H: -0.09706 0.51986 2.82943  -0.12
H: 2.13551 0.36168 -1.86398  0.14
H: -2.16003 -0.86837 0.46769  0.01
N: 0.17027 0.04430 0.60926  -0.42
N: 0.22388 -0.44502 -1.62825  0.16
N: -1.77581 -0.95832 -0.43889  0.16
O: 1.37494 0.56920 0.02818  -0.05
S: -0.53819 1.12458 1.71268  0.86

Atomic forces in eV per Å
C 0.763 0.366 -0.503
C 0.023 -0.078 -0.530
H -0.005 -0.004 -0.071
H -0.089 0.007 0.149
H -0.620 0.075 1.239
N -0.228 0.236 0.444
N -0.484 -0.166 0.633
N 0.906 0.107 -1.042
O -0.316 -0.343 -0.177
S 0.050 -0.201 -0.142

=====

(7)
Entry from the OMol25 dataset: the molecule C2H3N3S (wB97M-V/def2-TZVPD).

Energy above the lowest of the compared OMol25 structures with the same formula, charge and spin (kcal/mol): 20.1
Total energy (eV): -17426.9254
Frontier orbital gap (eV): 10.34
Charge: 0
HOMO (eV): -9.960
SMILES: Sn1cnnc1

Last column: Löwdin charge in e.
Atoms and positions in Å:
C: -0.49402 -1.08102 -0.13135  -0.23
C: -0.49526 1.07475 -0.13041  -0.24
H: 2.30385 -0.00130 1.12071  -0.12
H: -0.15043 -2.09703 -0.14905  0.11
H: -0.12063 2.11147 -0.13333  0.12
N: 0.35698 -0.00128 -0.13242  -0.48
N: -1.72590 -0.68578 -0.11368  0.01
N: -1.73097 0.68290 -0.12219  0.01
S: 2.05637 -0.00271 -0.20828  0.82

Atomic forces in eV per Å
C 0.112 0.164 0.037
C 0.436 0.851 -0.007
H -0.112 -0.003 -0.187
H 0.075 -0.142 0.024
H -0.365 -0.782 -0.014
N -0.161 -0.098 0.022
N -0.091 -0.504 -0.096
N 0.186 0.500 0.083
S -0.081 0.015 0.138

=====

(8)
Entry from the OMol25 dataset: the ion C2H3N3S with charge +2 in a non-equilibrium geometry (wB97M-V/def2-TZVPD).

Energy above the lowest of the compared OMol25 structures with the same formula, charge and spin (kcal/mol): 107.6
Total energy (eV): -17399.3882
Frontier orbital gap (spin up / spin down) (eV): 8.75 / 7.56
Charge: +2
HOMO (spin up / spin down) (eV): -22.209 / -21.235

Last column: Löwdin charge in e.
Atoms and positions in Å:
C: -0.75579 -1.76384 0.09765  0.08
C: -0.19492 0.43390 -0.10317  0.23
N: 0.53724 -1.68866 -0.10581  -0.12
N: 0.87244 -0.30558 -0.07199  -0.24
N: -1.20151 -0.42830 0.07032  0.17
S: 2.44638 -1.10910 0.04984  1.29
H: -1.34675 -2.58842 0.12368  0.15
H: -2.30318 -0.19510 0.14075  0.29
H: 2.11933 -2.32396 -0.80203  0.15

Atomic forces in eV per Å
C 2.293 4.939 -0.713
C -0.251 -1.654 0.912
N -3.988 0.508 1.529
N 1.624 -2.587 -1.610
N -4.455 -0.178 0.219
S 1.708 -0.647 -0.799
H -1.747 -2.441 0.225
H 3.119 -0.267 -0.323
H 1.697 2.327 0.560

=====

(9)
Entry from the OMol25 dataset: the molecule C2H3N3S2 in a non-equilibrium geometry (wB97M-V/def2-TZVPD).

Energy above the lowest of the compared OMol25 structures with the same formula, charge and spin (kcal/mol): 74.6
Total energy (eV): -28259.5324
Frontier orbital gap (eV): 8.78
Charge: 0
HOMO (eV): -8.472

Last column: Löwdin charge in e.
Atoms and positions in Å:
C: 3.36545 0.03032 -0.03110  -0.94
C: -0.24432 -0.55032 -0.13838  -0.44
N: 2.21162 0.18129 -0.30152  -0.35
N: -2.57469 0.22452 0.19605  0.02
N: -1.51076 -0.58516 -0.19835  -0.25
S: 0.77428 0.79403 0.18013  0.84
S: 4.85616 -0.09781 0.07537  0.77
H: -2.32717 0.75854 1.09488  0.12
H: -2.75695 0.85982 -0.56757  0.08
H: -1.79364 -1.61523 -0.30952  0.15

Atomic forces in eV per Å
C -3.558 0.761 -0.723
C 3.190 0.871 -0.407
N 0.394 -0.732 0.065
N 0.087 1.606 1.886
N -1.422 -3.885 0.234
S -1.918 0.134 0.206
S 3.905 -0.513 0.531
H -0.397 -0.932 -1.947
H -0.113 0.409 0.122
H -0.167 2.281 0.032

=====

(10)
Entry from the OMol25 dataset: the ion C2H3N4O with charge -1 in a non-equilibrium geometry (wB97M-V/def2-TZVPD).

Energy above the lowest of the compared OMol25 structures with the same formula, charge and spin (kcal/mol): 27.3
Total energy (eV): -10129.4189
Frontier orbital gap (eV): 8.04
Charge: -1
HOMO (eV): -3.499
SMILES: C[N-]C(=O)N=[N+]=[N-]

Last column: Löwdin charge in e.
Atoms and positions in Å:
C: -0.29645 0.90355 -0.21909  -0.68
C: -0.72126 -1.27357 0.15887  -0.23
N: 0.73401 1.96720 -0.16979  0.08
N: 1.79846 1.45511 0.03563  -0.33
N: 2.72549 0.82861 0.17402  0.15
N: 0.29364 -0.26718 -0.05775  -0.07
O: -1.47730 1.22222 -0.37513  -0.08
H: -1.62556 -0.77149 0.59509  0.07
H: -1.02326 -1.81606 -0.77062  0.05
H: -0.40777 -2.24838 0.62877  0.05

Atomic forces in eV per Å
C 0.578 -1.600 0.062
C -0.524 -1.205 -0.838
N -1.165 1.662 -0.264
N 1.960 -1.032 -0.084
N 0.341 0.855 0.215
N -1.526 -0.584 0.397
O -0.033 0.646 0.034
H 0.479 -1.066 -0.100
H -0.399 0.967 -0.281
H 0.290 1.356 0.859

=====

Question: The highest charge belongs to which entry?
Answer: number 8